Molecular formula: H19O9
Method: DFT, ωB97M-V with the def2-TZVPD basis set

- total energy (hartree) = -688.30302
- net charge = +1

Positions of all 28 atoms, in Å:
O  -0.38  0.60  -1.85
H  -0.10  1.49  -0.42
H  -2.04  -2.90  1.71
O  -2.25  1.37  -3.53
H  1.96  -1.68  0.98
O  -3.32  -0.97  -0.30
H  2.91  1.63  1.23
H  -3.92  -1.15  -1.04
O  2.12  1.15  1.51
H  -3.89  -1.30  0.40
H  1.18  1.47  0.64
O  2.23  -1.40  1.86
H  -0.10  -2.58  0.86
H  1.81  -2.05  2.43
O  0.64  -3.17  0.74
H  2.36  0.19  1.70
H  -1.61  1.78  -4.13
O  2.81  2.74  -0.61
H  0.17  0.03  -2.40
H  2.13  3.31  -0.99
O  0.45  2.14  0.11
H  0.55  -4.01  1.20
H  3.53  3.03  -1.19
O  -1.57  -2.38  2.35
H  -0.18  2.38  0.82
H  -2.74  2.03  -3.03
H  -1.21  0.82  -2.34
H  -1.53  -2.55  3.28